Version a
Molecular formula: C4H8N4
Method: DFT, the ωB97M-V functional and the def2-TZVPD basis

XYZ file:
```
16
Properties=species:S:1:pos:R:3
C 1.55278 -0.21098 -0.13175
C -0.70429 -0.98903 0.23592
C -1.97337 -1.35767 -0.16586
C -1.39817 1.71879 -0.04919
H 3.11593 0.81721 -0.66944
H 1.75050 1.66125 0.17123
H 2.63705 -1.77973 0.35198
H -0.17412 -1.45076 1.02936
H -2.73566 -2.04524 0.45921
H -2.52861 -0.95763 -1.04410
H -1.34371 2.94771 0.71712
H -2.36721 1.07412 -0.32934
N 2.45063 0.81545 0.06109
N 1.72925 -1.55460 -0.15159
N 0.18538 0.02906 -0.38228
N -0.19639 1.28205 -0.10236
```

Properties
Gap between HOMO and LUMO   9.5 eV
Multiplicity   1
E_HOMO   -8.67 eV

Version b
Molecular formula: C4H8N4
Method: DFT, the ωB97M-V functional and the def2-TZVPD basis

XYZ file:
```
16
Properties=species:S:1:pos:R:3
C -0.43951 -1.85021 -0.07080
C 0.80517 -1.15542 -0.33244
C -1.62234 -1.23906 -0.29637
C -1.24882 1.63773 0.46547
N -1.83000 -0.06192 -0.95042
N 0.89222 0.03427 -0.73922
N -1.64303 1.11555 -0.79806
N 1.99884 0.75656 -0.70737
H -0.47364 -2.80661 0.43739
H 1.81853 -1.62503 -0.06578
H -2.62959 -1.79134 -0.28812
H -2.05142 2.37298 0.79026
H -1.21758 1.05721 1.32781
H -0.20050 1.98421 0.29227
H 2.88601 0.44188 -0.82017
H 1.82811 1.68116 -1.12762
```

Properties
SMILES string   C\N=N/C=C\C=N\N
Gap between HOMO and LUMO   8.1 eV
Multiplicity   1
E_HOMO   -7.41 eV

Ranked by calculated energy, most stable first: version b, version a.

Version a
Molecular formula: C4H8N4
Method: DFT, the ωB97M-V functional and the def2-TZVPD basis

XYZ file:
```
16
Properties=species:S:1:pos:R:3
C -1.24606 -0.31017 0.52208
C 1.15611 0.24563 0.26955
C -2.20878 -0.98193 -0.47343
C 2.65064 0.34318 -0.15016
N -1.64602 1.08190 0.55463
N -0.80139 1.80347 0.03190
N 0.00199 -0.37818 -0.26990
N 0.25982 1.13991 -0.48213
H -1.03122 -0.87999 1.40964
H 1.01001 0.43162 1.42437
H -1.99508 -0.70590 -1.52203
H -3.11629 -0.58762 -0.13881
H -2.00549 -2.00825 -0.49380
H 2.71946 0.40836 -1.19720
H 3.02694 -0.68797 0.17835
H 3.22537 1.08595 0.33692
```

Properties
SMILES string   C[C@@H]1N=NN2[C@H](C)N12
Gap between HOMO and LUMO   9.9 eV
Multiplicity   1
E_HOMO   -9.26 eV

Version b
Molecular formula: C4H8N4
Method: DFT, the ωB97M-V functional and the def2-TZVPD basis

XYZ file:
```
16
Properties=species:S:1:pos:R:3
C 2.62231 -0.34327 -0.50992
C 0.79669 0.16978 1.00398
C -0.83658 1.30738 -0.12001
C -2.18289 -0.89424 0.27119
H 2.34365 0.62454 -1.08754
H 2.27119 -1.11234 -1.08918
H 3.62372 -0.24958 -0.21760
H 0.18974 0.00777 1.87649
H -1.03175 2.43164 -0.31430
H -3.02250 1.14508 -0.15769
H -2.99718 -1.22710 0.80882
H -0.57268 -1.41008 -1.06951
N 1.78941 -0.62441 0.62535
N 0.38295 1.30969 0.25717
N -2.06473 0.58529 -0.18482
N -1.31135 -1.72014 -0.09243
```

Properties
SMILES string   [H]/N=C\N/C=N\C=N/C
Gap between HOMO and LUMO   9.4 eV
Multiplicity   1
E_HOMO   -8.82 eV

Ranked by calculated energy, most stable first: version b, version a.

Version a
Molecular formula: C4H8N4
Method: DFT, the ωB97M-V functional and the def2-TZVPD basis

XYZ file:
```
16
Properties=species:S:1:pos:R:3
C -2.11450 -0.17528 -0.12723
C -0.77946 0.41036 -0.51550
C 1.88073 -0.21336 -0.02550
C -0.79064 -0.73145 0.37786
H -2.54330 0.42068 0.67845
H -2.67810 -0.88879 -0.85498
H -0.02814 0.50499 -1.48109
H -0.33092 2.57066 0.06042
H 1.82391 1.27510 1.03822
H 2.96197 0.06164 -0.38491
H -0.07531 -2.42856 -0.41207
H -0.43788 -0.25916 1.41666
N -0.05809 1.38373 0.31111
N 1.43282 1.23788 -0.15854
N 1.53127 -1.40177 -0.11866
N 0.20563 -1.76668 0.19576
```

Properties
SMILES string   C1=NN[C@@H]2C[C@H]2NN1
Gap between HOMO and LUMO   9.4 eV
Multiplicity   1
E_HOMO   -8.40 eV

Version b
Molecular formula: C4H8N4
Method: DFT, the ωB97M-V functional and the def2-TZVPD basis

XYZ file:
```
16
Properties=species:S:1:pos:R:3
C -1.20713 -1.00138 0.86609
C -1.37858 0.56858 -0.96822
C 0.27901 1.24989 0.57044
C 2.87555 -0.38883 -0.59141
H -0.12495 -1.46650 1.14829
H -2.30578 -1.53622 1.36797
H -1.10849 0.12679 1.42289
H -2.43252 -0.96892 -1.06892
H -2.26451 0.92770 -1.64368
H -0.00220 2.23641 1.12635
H 3.86829 0.16464 0.29416
H 3.29460 -0.60461 -1.74237
N -1.40803 -0.87470 -0.61529
N -0.74698 1.53969 -0.44727
N 1.22979 0.45424 0.75539
N 1.43193 -0.42677 -0.47441
```

Properties
Gap between HOMO and LUMO   9.5 eV
Multiplicity   1
E_HOMO   -9.21 eV

Version c
Molecular formula: C4H8N4
Method: DFT, the ωB97M-V functional and the def2-TZVPD basis

XYZ file:
```
16
Properties=species:S:1:pos:R:3
C -2.36480 0.46580 0.00130
C 0.63144 -0.14735 0.03782
C 2.86880 -0.04081 0.66405
C 2.43101 0.87895 -0.35062
H -3.92169 1.42672 -0.09062
H -1.67838 1.26593 -0.73132
H -2.03366 -1.74977 0.20484
H 0.41326 0.44723 0.93207
H 2.34224 0.07752 1.61708
H 3.86568 -0.49082 0.67191
H 1.81820 1.81882 0.18862
H 2.94864 1.37502 -1.19206
N -3.61187 0.45062 0.24942
N -1.57280 -0.71492 0.07043
N -0.26798 -0.94824 -0.46660
N 1.85936 -0.37464 -0.38407
```

Properties
SMILES string   [H]/N=C/N/N=C/N1CC1
Gap between HOMO and LUMO   9.3 eV
Multiplicity   1
E_HOMO   -8.40 eV

Ranked by calculated energy, most stable first: version c, version b, version a.

Version a
Molecular formula: C4H8N4
Method: DFT, the ωB97M-V functional and the def2-TZVPD basis

XYZ file:
```
16
Properties=species:S:1:pos:R:3
C -1.24726 0.31361 0.11278
C 0.03511 -0.56191 -0.03695
C 2.36687 -0.39066 0.37406
C 1.85721 1.08539 -0.16645
H -2.42603 -1.21651 -0.83225
H -3.31327 0.35721 -0.43337
H -1.88867 2.18756 0.52285
H 0.46295 -2.46482 0.17614
H 1.99231 -0.77362 1.51875
H 3.14878 -0.72671 -0.29600
H 2.58800 1.52262 -0.91747
H 1.45884 1.91099 0.60718
N -2.54468 -0.30650 -0.09403
N -1.09888 1.64809 0.24635
N -0.37536 -1.73610 0.18427
N 1.14827 -0.10195 -0.62894
```

Properties
SMILES string   [H]/N=C(N)/C(=N/[H])N1CC1
Gap between HOMO and LUMO   9.7 eV
Multiplicity   1
E_HOMO   -8.91 eV

Version b
Molecular formula: C4H8N4
Method: DFT, the ωB97M-V functional and the def2-TZVPD basis

XYZ file:
```
16
Properties=species:S:1:pos:R:3
C -2.65557 0.17265 0.10469
C 0.68483 1.44546 -0.14073
C 1.72721 0.40454 -0.23390
C 1.93297 -0.79979 0.70470
H -3.47640 -1.37635 -0.85148
H -2.95236 1.04908 1.00449
H -1.08486 -0.73502 -0.55310
H 1.00281 2.40404 0.41627
H 2.66679 0.82102 -0.69222
H 1.15420 -0.81293 1.59319
H 2.99267 -1.11457 0.82366
H 2.08306 -1.42257 -1.02286
N -3.62511 -0.58449 0.09073
N -1.27003 0.27433 -0.54855
N -0.51821 1.11534 -0.02748
N 1.33802 -0.84072 -0.66740
```

Properties
SMILES string   [H]/N=C\N/N=C\[C@H]1CN1
Gap between HOMO and LUMO   9.7 eV
Multiplicity   1
E_HOMO   -8.82 eV

Ranked by calculated energy, most stable first: version a, version b.